Record 1
# C24H32Br14ClF7IN2O6P2

A molecular structure, C24H32Br14ClF7IN2O6P2 in a non-equilibrium geometry (wB97M-V/def2-TZVPD, OMol25).

Summary:
E_LUMO = -4.20 eV
total charge = +1
E = -39669.92955 Eh
Kohn-Sham gap = 0.26711 hartree

Each line ends with the Mulliken charge.
Geometry (Å):
I  -6.1208  1.3497  2.5471  0.015
Br  -3.5417  -6.2865  1.5820  -0.114
Br  -0.8785  3.5359  -5.3437  -0.033
Br  -4.8908  -2.9004  1.5329  0.089
Br  -0.0634  -2.7914  -4.9593  0.001
Br  8.5445  1.0188  2.5224  0.018
Br  5.6477  1.8701  3.6240  -0.031
Br  11.1426  2.3397  7.2427  -0.003
Br  -0.2956  0.8857  -3.6226  0.131
Br  11.4578  1.2833  4.2245  -0.041
Br  2.8706  -2.4509  -6.2251  -0.004
Br  -2.6661  0.9027  -5.7910  -0.036
Br  10.5503  4.3155  4.7782  -0.014
Br  1.9079  -5.3228  -5.1520  -0.018
Br  6.2019  1.7874  0.4587  -0.037
Cl  -3.2386  -1.1481  -2.2985  0.216
P  -3.9492  0.2349  2.9185  -0.067
P  -1.8019  -2.0316  2.7015  0.213
F  -5.2258  -3.4902  -2.9704  -0.216
F  1.9837  -3.7947  -1.4503  -0.298
F  3.0345  -3.1955  1.3767  -0.221
F  3.1626  -1.9304  -2.1228  -0.318
F  4.4969  -3.8318  -0.3034  -0.242
F  4.3809  -1.6097  0.3273  -0.208
F  -6.6603  0.5027  -1.3234  -0.185
O  -4.3227  -0.2810  0.2025  0.081
O  -2.9101  1.3108  3.7558  -0.437
O  -4.7839  -5.2935  -0.7071  -0.443
O  -6.2363  -1.4990  -3.3463  -0.463
O  -7.2957  -1.0271  0.2349  -0.434
O  -0.9365  -1.0032  3.4820  -0.631
N  -5.4929  -1.7917  -1.0585  0.499
N  -2.2992  -1.3946  1.0669  1.837
C  3.6010  -2.7961  0.1313  0.508
C  -3.2012  -0.1525  1.1558  -0.107
C  2.1775  3.3685  0.3458  -0.608
C  0.0959  -2.2275  0.2361  -0.486
C  -2.4183  3.4051  -0.6977  -0.847
C  -1.6436  1.9549  -4.5222  -0.089
C  -2.5664  1.7673  -0.7135  0.667
C  2.4835  -2.5387  -0.9934  0.877
C  1.4309  3.0116  -1.0484  0.227
C  -5.6546  -2.2035  -2.4729  0.501
C  0.1528  3.9684  -1.3446  -0.105
C  -3.8346  -5.0062  0.0499  -0.109
C  11.5941  2.8093  5.4154  -0.305
C  -2.6347  1.3115  0.8114  -1.603
C  1.3656  -1.4998  -0.5087  -0.493
C  1.7806  -3.3998  -4.9319  0.585
C  6.6343  1.0164  2.1857  -0.231
C  -4.0890  -1.4272  -0.7020  0.190
C  1.9563  2.2076  1.4918  0.280
C  -0.9948  -1.0624  0.4201  -0.399
C  -6.4857  -0.7549  -0.6959  0.461
C  -0.9788  3.9091  -0.1925  -0.430
C  -3.2899  -2.3477  0.4046  -0.680
C  -2.8005  -3.7980  -0.0894  -0.043
H  12.6379  3.1215  5.4150  0.341
H  -1.8922  -4.0869  0.5761  0.238
H  -3.4885  1.5663  -1.3569  0.166
H  -1.1334  4.9944  0.1945  0.318
H  6.3175  -0.0257  2.1558  0.291
H  -2.9048  -2.3545  3.5457  0.271
H  -3.2749  3.8171  -0.0602  0.446
H  -0.1948  -3.0752  -0.4729  0.290
H  -0.5385  3.3243  0.6886  0.153
H  2.2273  3.1522  -1.8777  0.352
H  -2.4166  -3.6882  -1.1810  0.342
H  1.6268  2.6720  2.4906  0.302
H  -3.3458  2.0667  1.3391  0.863
H  -1.6537  1.4028  -1.3114  -0.543
H  -2.5181  3.7273  -1.8025  0.312
H  0.5681  5.0534  -1.3639  0.403
H  1.8553  -0.7002  0.1523  0.090
H  1.7878  4.3796  0.7534  0.297
H  1.1076  1.4920  1.1584  -0.511
H  3.3285  3.4598  0.2270  0.265
H  -3.4333  1.6705  4.5214  0.379
H  0.5425  -2.6509  1.1997  0.453
H  -0.4236  -0.2659  1.0484  0.213
H  -1.0301  -3.2576  2.5723  0.207
H  1.1256  1.9019  -1.0751  -0.373
H  -1.0972  -0.5686  -0.6270  -0.336
H  2.1792  -3.1649  -3.9457  -0.570
H  -0.3262  3.7660  -2.3756  -0.352
H  -1.5965  1.5441  1.2815  0.315
H  2.9221  1.6090  1.6888  0.011
H  0.9303  -0.9592  -1.4402  -0.109
H  -2.3405  2.2981  -3.7574  0.109

***

Record 2
# C24H32BrF6N4O4PSiW

A molecular structure, C24H32BrF6N4O4PSiW in a non-equilibrium geometry (wB97M-V/def2-TZVPD, OMol25).

Summary:
multiplicity = 2
E_LUMO (spin up / spin down) = -12.68 / -12.63 eV
expectation value of S² = 0.775
energy relative to the best compared isomer or geometry (same formula, charge and spin) = 541.8 kJ/mol
total charge = +3
E = -5323.90003 Eh
Kohn-Sham gap (spin up / spin down) = 0.17906 / 0.18098 hartree

Each line ends with the Mulliken charge.
Geometry (Å):
W  1.2345  0.0878  0.4288  3.085
Br  0.8881  3.9891  -4.5587  -0.088
P  2.6738  2.1669  2.6989  1.262
Si  0.3155  -1.8392  2.9523  1.390
F  1.4889  0.5900  2.4013  -0.842
F  3.5776  3.3872  2.6467  -0.185
F  3.7401  1.0286  2.4683  -0.326
F  2.5418  1.8723  4.2074  -0.264
F  2.5023  2.0945  0.9465  -0.177
F  1.2598  2.8665  2.6190  -0.334
O  3.0344  -0.2972  0.5451  -0.506
O  -1.8795  0.6633  -0.3057  0.432
O  -0.1597  2.9098  0.0639  -0.194
O  2.4208  -0.9869  -0.4514  -0.128
N  0.0749  -0.5534  -1.5899  -0.012
N  2.1337  1.3989  -1.5876  0.247
N  -0.4768  -0.8749  1.6041  0.597
N  0.6965  -2.8086  -0.2450  -0.386
C  -3.8812  0.5399  1.0137  -1.139
C  -3.8857  -0.7416  3.0384  -1.329
C  -0.3711  -3.6454  2.9556  -1.299
C  4.1269  2.1219  -2.7324  -0.996
C  2.0100  2.9190  -3.4475  -0.808
C  -1.7912  -0.5730  1.7517  0.689
C  -3.7189  2.6566  -3.5071  -0.620
C  3.4733  1.4089  -1.7363  -0.380
C  0.8266  -1.1970  -2.7285  -0.567
C  0.1380  -0.9283  4.6167  -1.617
C  -2.5802  1.3665  -1.3283  -0.383
C  -3.1968  3.3932  -2.4509  -0.990
C  -3.1261  0.6181  -2.3691  0.200
C  -2.6373  2.7584  -1.3520  -0.308
C  -2.5426  0.2409  0.8093  0.975
C  2.1778  -2.1830  2.5890  -1.354
C  1.4271  2.1611  -2.4355  0.370
C  0.0434  1.8153  0.4377  -0.064
C  3.3914  2.8850  -3.6267  -0.086
C  -2.5644  -1.0451  2.8529  -0.838
C  -3.6983  1.2661  -3.4507  -0.921
C  -4.5665  0.0631  2.1161  -0.821
C  1.2556  -3.3583  -1.4996  -0.795
C  0.6321  -2.7067  -2.7264  -0.986
H  0.2232  -4.2025  3.6743  0.452
H  -2.2580  3.3438  -0.5293  0.602
H  -2.0836  -1.6600  3.5905  0.460
H  -0.3804  0.2718  -1.9883  -0.161
H  2.7200  -1.4452  1.9778  0.385
H  0.3501  2.1915  -2.3203  0.171
H  1.1141  -3.1256  -3.6099  0.465
H  2.6737  -2.1717  3.5582  0.552
H  0.4582  -0.7944  -3.6745  0.480
H  2.3758  -3.1763  2.1923  0.527
H  -0.3750  -1.5590  5.3418  0.412
H  4.0413  0.8045  -1.0337  0.592
H  -0.4083  0.0128  4.5665  0.382
H  1.8954  -0.9824  -2.6379  0.256
H  1.2112  -3.2479  0.5135  0.076
H  1.1151  -0.6998  5.0415  0.523
H  -0.3117  -4.1778  2.0113  0.349
H  -3.2254  4.4722  -2.4791  0.505
H  1.0971  -4.4433  -1.5522  0.566
H  -4.1380  0.6843  -4.2456  0.497
H  3.8707  3.4277  -4.4296  0.522
H  -1.4021  -3.7004  3.2862  0.441
H  -0.6976  -1.2044  -1.3975  0.225
H  -0.2753  -3.1106  -0.1664  0.300
H  -5.6109  0.2992  2.2521  0.494
H  5.2034  2.0692  -2.8070  0.497
H  -4.4123  -1.1200  3.9007  0.493
H  -4.1480  3.1605  -4.3596  0.503
H  -4.3939  1.1518  0.2873  0.681
H  2.3341  -3.1841  -1.4940  0.368
H  -3.1423  -0.4595  -2.3051  0.533
H  -0.4293  -2.9546  -2.7982  0.348

***

Record 3
# C24H32LaN10O4PSSe

A molecular structure, C24H32LaN10O4PSSe in a non-equilibrium geometry (wB97M-V/def2-TZVPD, OMol25).

Summary:
multiplicity = 2
E_LUMO (spin up / spin down) = -2.80 / -3.11 eV
expectation value of S² = 0.801
energy relative to the best compared isomer or geometry (same formula, charge and spin) = 283.8 kJ/mol
total charge = +1
E = -4954.66242 Eh
Kohn-Sham gap (spin up / spin down) = 0.21773 / 0.24961 hartree

Each line ends with the Mulliken charge.
Geometry (Å):
La  -0.8898  0.8135  -1.0891  1.638
Se  -4.5078  0.8171  -2.2458  0.341
S  -0.8725  -1.1564  2.2350  -0.591
P  1.4375  -1.2560  0.7149  1.142
O  1.4185  1.1619  -0.8381  -0.066
O  0.9293  1.3124  -4.0365  -0.768
O  -3.0555  2.8331  -2.0922  -0.698
O  -0.8581  2.8757  -1.8789  -0.560
N  3.3468  -2.1707  2.5699  0.213
N  3.9519  -2.5417  0.2901  0.263
N  -2.9811  -1.1392  0.7313  0.597
N  -1.2000  0.6168  -3.4651  -0.545
N  2.2553  -3.9334  1.3082  0.188
N  -5.6382  -0.3532  -1.5652  -0.890
N  -1.2709  2.6672  0.8968  0.357
N  1.7062  3.0369  0.3682  0.082
N  -0.2175  -1.5933  -2.3072  -0.522
N  -3.2494  0.3343  -1.0810  -0.259
C  0.1125  0.4743  -3.6421  0.739
C  -1.7853  4.8218  2.5891  -0.410
C  2.3999  -1.0996  2.3319  -1.532
C  3.4068  -3.8421  0.3157  -0.821
C  -1.7111  1.9301  -3.8732  -0.827
C  -2.7563  4.3547  1.7200  -1.066
C  -1.9100  2.6606  -2.5520  0.761
C  0.6089  -0.9598  -3.3469  -0.406
C  2.7377  -3.4377  2.6701  -0.800
C  4.4362  -2.1857  1.6107  -0.931
C  -3.7302  -0.6029  -0.2886  0.660
C  -0.5428  4.2067  2.5795  -0.903
C  3.0488  -1.5383  -0.2593  -1.709
C  -5.0928  -0.9888  -0.5344  0.496
C  -2.4606  3.2703  0.9066  -0.126
C  1.1086  -3.1286  0.8476  -1.165
C  -3.6043  -2.0553  1.5455  -0.358
C  1.0549  2.5359  1.5713  0.310
C  -0.3210  3.1493  1.7067  0.140
C  1.7741  2.3517  -0.7850  0.462
C  2.3789  3.0490  -1.9607  -1.478
C  -1.6539  -0.7486  0.8078  -0.164
C  -4.9031  -2.4494  1.3446  -0.644
C  -5.6807  -1.9405  0.3105  -0.764
H  -6.6996  -2.2400  0.1454  0.494
H  -5.3267  -3.1768  2.0177  0.412
H  2.8080  -1.8092  -1.2902  0.470
H  5.1811  -2.9209  1.9322  0.310
H  3.5798  -0.5839  -0.2886  0.384
H  -1.9841  5.6493  3.2532  0.431
H  1.9216  4.0240  0.3561  0.309
H  1.9706  -4.9116  1.3995  0.352
H  -1.1353  -1.7636  -2.7269  0.276
H  0.8075  -3.4819  -0.1430  0.369
H  1.8634  -3.3871  3.3248  0.423
H  2.9555  -0.1586  2.2899  0.391
H  2.0492  2.5360  -2.8679  0.153
H  3.4510  -4.1729  3.0539  0.351
H  3.4649  2.9935  -1.9016  0.426
H  3.0194  -4.1187  -0.6686  0.384
H  1.6733  2.7802  2.4408  0.663
H  4.9065  -1.2035  1.5781  0.380
H  -3.7277  4.8181  1.6661  0.476
H  -3.1981  2.8896  0.2105  0.362
H  -3.0005  -2.4356  2.3531  0.447
H  1.6459  -0.8967  -3.0062  0.091
H  0.1773  -2.5101  -2.1001  0.183
H  -2.6604  1.8055  -4.4002  0.326
H  2.0729  4.0899  -2.0056  0.501
H  4.1698  -4.5639  0.6266  0.341
H  0.5837  -1.5064  -4.3011  0.487
H  -0.9708  2.4511  -4.4936  0.414
H  0.9650  1.4467  1.4746  -0.812
H  0.2449  4.5447  3.2368  0.465
H  0.2708  -3.2843  1.5308  0.690
H  1.7003  -1.0517  3.1714  0.663